{"formula": "C7H22Cl8N3O3P2", "method": "wB97M-V/def2-TZVPD", "symbols": ["N", "P", "N", "C", "C", "C", "O", "P", "N", "O", "O", "H", "H", "H", "H", "H", "H", "H", "H", "H", "H", "H", "H", "H", "H", "C", "Cl", "Cl", "H", "H", "C", "Cl", "Cl", "H", "H", "C", "Cl", "Cl", "H", "H", "C", "Cl", "Cl", "H", "H"], "positions_angstrom": [[0.8458, 3.6481, 0.2609], [1.2552, 3.2545, -1.1814], [0.2594, 1.8381, -1.8241], [-1.0294, 2.3807, -2.4631], [-2.0928, 2.9091, -1.5071], [-3.1776, 1.9179, -1.0687], [-3.8457, 1.3019, -2.1357], [0.0387, 0.4793, -0.6358], [-0.9659, -0.5806, -1.1251], [1.4532, -0.1954, -0.4509], [-0.3537, 1.0034, 0.7705], [0.4986, 4.6033, 0.2587], [2.5916, 2.8525, -1.2869], [0.9930, 4.2834, -2.1037], [0.8164, 1.4427, -2.5918], [-1.3883, 1.6295, -3.1534], [-0.7136, 3.2109, -3.0804], [-1.6592, 3.3846, -0.6326], [-2.6131, 3.6892, -2.0498], [-3.9266, 2.5032, -0.5513], [-2.8272, 1.1747, -0.3551], [-3.2439, 0.7931, -2.6907], [-1.3826, -0.3354, -2.0173], [1.8771, -0.2380, -1.3391], [-0.7737, 1.8804, 0.7500], [-0.9196, -3.3229, 1.0720], [-2.2802, -3.7529, 2.1150], [-0.4346, -4.6676, 0.0347], [-1.2128, -2.4890, 0.4448], [-0.0787, -3.0463, 1.6979], [4.6043, 0.9500, -1.0818], [3.5966, 0.5435, -2.5043], [5.2828, 2.5676, -1.2345], [3.9838, 0.9078, -0.1943], [5.4074, 0.2280, -1.0109], [-3.4031, -4.9006, 5.4914], [-5.1110, -5.3135, 5.3034], [-2.4441, -6.2892, 6.0135], [-3.0236, -4.5604, 4.5361], [-3.3145, -4.1176, 6.2346], [3.6001, -2.2786, 1.0596], [4.9272, -1.1780, 1.4749], [4.1805, -3.8778, 0.6105], [2.9458, -2.3725, 1.9181], [3.0580, -1.8612, 0.2232]], "mulliken_charge": [-0.60, 0.50, -0.10, -1.12, -0.36, -0.60, -0.50, 0.50, -0.50, -0.26, -0.44, 0.29, -0.08, 0.16, 0.38, 0.63, 0.53, 0.34, 0.39, 0.41, 0.28, 0.31, 0.17, 0.09, 0.40, 0.35, -0.19, -0.16, -0.18, 0.09, -0.11, -0.17, -0.13, 0.13, 0.42, 0.34, -0.15, -0.15, -0.26, 0.26, 0.37, -0.16, -0.13, 0.25, -0.23], "total_charge": 1, "e_above_lowest_ev": 0.1335, "gap_ha": 0.30941, "fmax_ha_per_bohr": 0.077, "e_homo_ha": -0.445, "total_energy_ha": -5033.8567}